Density functional theory data (ωB97M-V with the def2-TZVPD basis set) for a structure of composition C68H83AgN2O5SSi.

Output
multiplicity	1
charge	-2

The geometry in XYZ format:
```
161
C68H83AgN2O5SSi | the OMol25 dataset | ωB97M-V with the def2-TZVPD basis set
Ag -1.44 0.46 -0.15
C -1.82 -1.60 -2.83
O -1.01 -1.51 -1.67
C 0.28 -1.11 -1.82
C 0.87 -0.48 -2.86
C 0.26 0.55 -3.80
C 0.12 1.96 -3.20
C 0.96 2.99 -3.60
C 0.89 4.27 -3.07
C 0.01 4.45 -2.00
C -0.84 3.46 -1.53
C -1.67 3.70 -0.27
C -0.88 3.62 1.05
C 0.33 4.31 1.20
C 1.16 4.14 2.29
C 0.78 3.20 3.26
C -0.40 2.49 3.16
C -0.63 1.32 4.10
C 0.11 0.02 3.75
C 0.55 -0.88 4.70
C 1.10 -2.11 4.34
C 1.16 -2.43 2.98
C 0.74 -1.57 1.97
C 0.53 -2.13 0.56
C 1.24 -1.64 -0.75
C 1.91 -2.79 -1.52
C 2.40 -2.45 -2.71
C 2.34 -0.94 -2.95
C 2.99 -3.37 -3.75
C 2.90 -4.83 -3.31
C 2.18 -3.21 -5.05
C 4.45 -3.01 -4.02
C 0.21 -0.30 2.36
O -0.18 0.58 1.55
C 1.55 -3.16 5.37
C 3.02 -3.55 5.11
C 0.68 -4.41 5.26
C 1.45 -2.64 6.80
C -1.27 2.79 2.10
O -2.45 2.09 2.02
C -3.60 2.84 2.37
C 2.49 4.89 2.34
C 3.35 4.48 1.14
C 3.28 4.59 3.62
C 2.23 6.40 2.29
C -0.94 2.23 -2.27
O -1.93 1.41 -2.15
C 1.65 5.49 -3.60
C 0.65 6.57 -4.02
C 2.59 6.07 -2.54
C 2.49 5.16 -4.84
H -1.22 -1.96 -3.67
H -2.27 -0.64 -3.06
H -2.60 -2.32 -2.58
H -0.73 0.23 -4.14
H 0.89 0.63 -4.69
H 1.66 2.77 -4.41
H -0.04 5.42 -1.51
H -2.48 2.97 -0.24
H -2.14 4.69 -0.33
H 0.65 4.96 0.40
H 1.45 2.95 4.07
H -1.70 1.10 4.14
H -0.34 1.62 5.11
H 0.45 -0.61 5.75
H 1.52 -3.41 2.68
H -0.55 -2.06 0.38
H 0.73 -3.20 0.63
H 1.86 -3.79 -1.13
H 2.76 -0.66 -3.92
H 1.87 -5.12 -3.11
H 3.48 -5.00 -2.40
H 3.30 -5.49 -4.09
H 1.11 -3.36 -4.86
H 2.51 -3.94 -5.79
H 2.30 -2.21 -5.47
H 5.06 -3.16 -3.12
H 4.56 -1.97 -4.31
H 4.86 -3.64 -4.82
H 3.15 -3.96 4.11
H 3.35 -4.31 5.83
H 3.67 -2.68 5.20
H 0.73 -4.85 4.26
H -0.37 -4.16 5.45
H 0.99 -5.18 5.98
H 2.06 -1.74 6.94
H 1.82 -3.40 7.50
H 0.42 -2.40 7.07
H -3.57 3.13 3.43
H -4.46 2.19 2.20
H -3.70 3.74 1.76
H 3.54 3.41 1.15
H 4.32 5.00 1.17
H 2.86 4.73 0.20
H 3.54 3.53 3.68
H 2.71 4.86 4.51
H 4.21 5.17 3.62
H 1.70 6.68 1.38
H 3.18 6.95 2.31
H 1.63 6.72 3.14
H 0.04 6.89 -3.17
H -0.02 6.20 -4.79
H 1.18 7.45 -4.41
H 2.04 6.34 -1.64
H 3.10 6.97 -2.90
H 3.35 5.34 -2.25
H 1.88 4.72 -5.63
H 3.30 4.47 -4.60
H 2.96 6.07 -5.23
C -5.67 -3.71 2.61
C -4.95 -2.39 2.36
C -3.98 -2.11 3.51
C -5.97 -1.24 2.30
Si -3.94 -2.34 0.72
O -2.97 -1.11 0.70
C -5.19 -2.24 -0.73
C -6.22 -3.14 -1.02
C -7.07 -2.95 -2.11
C -6.90 -1.85 -2.94
C -5.88 -0.94 -2.67
C -5.04 -1.14 -1.58
C -3.05 -4.02 0.56
C -3.33 -4.99 -0.40
C -2.60 -6.17 -0.50
C -1.56 -6.41 0.38
C -1.24 -5.46 1.34
C -1.97 -4.28 1.42
H -6.21 -3.68 3.57
H -4.97 -4.55 2.64
H -6.41 -3.92 1.83
H -4.54 -1.98 4.45
H -3.39 -1.21 3.32
H -3.28 -2.93 3.66
H -6.50 -1.15 3.25
H -6.71 -1.40 1.51
H -5.46 -0.30 2.10
H -6.37 -4.01 -0.39
H -7.86 -3.66 -2.31
H -7.55 -1.70 -3.79
H -5.73 -0.08 -3.31
H -4.24 -0.43 -1.37
H -4.14 -4.82 -1.11
H -2.85 -6.90 -1.26
H -0.98 -7.32 0.31
H -0.41 -5.62 2.02
H -1.68 -3.53 2.15
N 4.69 2.08 -3.89
C 4.89 1.09 -3.01
S 6.25 0.14 -3.04
C 3.78 0.95 -2.04
C 3.23 -0.42 -1.78
C 2.33 -0.51 -0.54
N 1.62 0.72 -0.25
C 2.06 1.83 -0.62
C 3.26 2.03 -1.46
H 5.37 2.26 -4.61
H 3.79 2.52 -3.93
H 4.09 -1.08 -1.68
H 2.90 -0.77 0.36
H 1.49 2.72 -0.36
H 3.65 3.02 -1.62
```

---

Density functional theory data (ωB97M-V with the def2-TZVPD basis set) for a structure of composition C69H145In2N7O13 at a distorted geometry.

Output
multiplicity	1

The geometry in XYZ format:
```
236
C69H145In2N7O13 | the OMol25 dataset | ωB97M-V with the def2-TZVPD basis set
In 1.20 2.22 2.96
In 2.66 4.65 -0.77
O 3.30 3.30 4.85
C 4.58 3.62 4.23
C 4.95 3.54 2.67
O 3.87 3.50 1.73
H 5.41 3.03 4.62
H 5.03 4.55 4.57
H 5.57 2.66 2.53
H 5.66 4.32 2.41
O 0.39 6.54 -1.12
C -0.33 6.82 0.10
C -0.70 5.58 0.97
O 0.30 4.65 1.44
H -1.25 7.31 -0.20
H 0.18 7.60 0.68
H -1.44 4.99 0.42
H -1.21 6.04 1.81
O 1.40 1.91 -0.31
C 0.65 0.69 -0.71
C 0.35 -0.56 0.19
O 0.07 -0.32 1.56
H 1.00 0.30 -1.67
H -0.32 1.13 -0.90
H 1.23 -1.19 0.10
H -0.33 -1.30 -0.22
C -5.10 -3.99 -1.10
C -5.61 -2.94 -2.10
C -6.89 -2.28 -1.44
C -6.54 -1.09 -0.54
C -5.67 -0.17 -1.25
C -4.23 -0.78 -1.57
N -4.57 -1.91 -2.46
O -3.50 -2.37 -3.15
C -3.32 0.29 -2.39
C -3.49 -0.98 -0.19
C -6.21 -3.71 -3.35
H -5.86 -4.74 -0.87
H -4.65 -3.53 -0.22
H -4.32 -4.48 -1.67
H -7.61 -2.07 -2.24
H -7.56 -2.91 -0.86
H -6.19 -1.30 0.47
H -7.40 -0.47 -0.30
H -5.41 0.71 -0.66
H -6.15 0.16 -2.17
H -2.84 0.91 -1.63
H -2.56 0.04 -3.12
H -4.03 0.94 -2.91
H -4.17 -1.44 0.53
H -2.58 -1.56 -0.36
H -3.21 0.00 0.20
H -7.22 -4.00 -3.08
H -5.65 -4.56 -3.75
H -6.29 -2.97 -4.14
H -2.88 -2.59 -2.46
C 4.95 -0.03 -2.77
C 5.44 1.34 -2.33
C 7.01 1.42 -2.42
C 7.55 1.62 -3.81
C 6.89 2.87 -4.33
C 5.26 2.86 -4.31
N 4.77 2.51 -3.03
O 3.40 2.58 -2.87
C 4.86 4.41 -4.65
C 4.66 1.99 -5.45
C 5.08 1.52 -0.76
H 3.86 -0.08 -2.73
H 5.33 -0.75 -2.05
H 5.37 -0.18 -3.76
H 7.36 2.26 -1.81
H 7.41 0.46 -2.10
H 7.33 0.78 -4.47
H 8.64 1.67 -3.84
H 7.28 2.94 -5.35
H 7.18 3.66 -3.64
H 5.44 5.14 -4.08
H 5.16 4.66 -5.66
H 3.78 4.58 -4.57
H 5.37 1.63 -6.19
H 4.52 0.95 -5.14
H 3.77 2.32 -5.99
H 4.03 1.27 -0.67
H 5.29 2.52 -0.38
H 5.70 0.90 -0.12
H 3.12 1.84 -3.41
C -3.82 1.23 4.73
C -2.95 2.08 3.81
C -3.78 3.23 3.15
C -4.07 4.42 4.02
C -2.90 5.04 4.74
C -1.99 3.98 5.46
N -1.83 2.74 4.53
O -0.96 1.84 5.00
C -0.56 4.62 5.77
C -2.61 3.63 6.78
C -2.56 1.20 2.62
H -3.23 0.55 5.33
H -4.38 0.46 4.19
H -4.51 1.75 5.39
H -3.27 3.58 2.24
H -4.80 2.98 2.89
H -4.81 4.04 4.72
H -4.51 5.19 3.39
H -3.16 5.85 5.42
H -2.15 5.43 4.05
H 0.01 4.84 4.87
H -0.68 5.51 6.40
H -0.02 3.89 6.37
H -1.91 3.13 7.46
H -2.94 4.56 7.25
H -3.50 3.00 6.69
H -1.92 0.36 2.90
H -2.07 1.72 1.80
H -3.48 0.85 2.13
H -1.37 1.50 5.79
C 0.56 6.42 -6.02
C -0.59 5.53 -5.30
C -1.46 4.91 -6.52
C -2.56 3.86 -6.16
C -1.66 2.75 -5.62
C -0.72 3.16 -4.43
N 0.00 4.35 -4.56
O 0.74 4.70 -3.43
C -1.55 3.13 -3.15
C 0.17 1.85 -4.42
C -1.39 6.49 -4.42
H 1.14 5.97 -6.83
H 1.25 6.70 -5.21
H 0.27 7.41 -6.37
H -2.03 5.74 -6.95
H -0.88 4.35 -7.25
H -3.23 3.51 -6.94
H -3.30 4.30 -5.49
H -1.27 2.35 -6.55
H -2.45 2.01 -5.45
H -2.26 2.30 -3.04
H -1.03 2.87 -2.22
H -2.22 3.98 -3.04
H 0.82 1.86 -3.54
H -0.43 0.94 -4.43
H 0.81 1.79 -5.30
H -2.06 5.93 -3.76
H -1.96 7.27 -4.93
H -0.67 7.10 -3.88
H 0.12 5.12 -2.82
C 0.17 -5.18 3.97
C -0.61 -4.81 2.64
C -1.38 -6.05 2.11
C -2.43 -6.57 3.13
C -3.50 -5.44 3.33
C -2.86 -4.12 3.85
N -1.59 -3.79 3.11
O -0.94 -2.60 3.52
C -3.86 -3.02 3.58
C -2.67 -4.42 5.36
C 0.15 -4.28 1.42
H 0.20 -4.49 4.81
H 1.20 -5.47 3.75
H -0.13 -6.07 4.52
H -1.89 -5.89 1.16
H -0.75 -6.93 2.02
H -2.03 -6.87 4.10
H -2.83 -7.52 2.81
H -4.18 -5.97 3.99
H -4.01 -5.20 2.40
H -4.87 -3.40 3.71
H -3.75 -1.98 3.90
H -3.92 -2.95 2.49
H -2.23 -3.54 5.83
H -3.58 -4.61 5.93
H -1.85 -5.05 5.72
H 0.91 -4.90 0.95
H 0.75 -3.39 1.64
H -0.41 -3.79 0.63
H -1.04 -1.94 2.82
C 3.47 -0.72 2.50
C 3.45 -1.33 3.93
C 4.90 -1.02 4.44
C 5.09 -1.20 5.91
C 4.07 -0.32 6.61
C 2.59 -0.58 6.16
N 2.45 -0.58 4.74
O 1.06 -0.50 4.20
C 1.98 -1.86 6.74
C 1.75 0.57 6.85
C 3.23 -2.88 3.82
H 3.59 0.34 2.28
H 2.73 -1.12 1.81
H 4.26 -1.25 1.95
H 5.64 -1.68 3.98
H 5.13 0.04 4.33
H 6.10 -0.97 6.24
H 4.92 -2.26 6.12
H 4.34 0.73 6.50
H 4.09 -0.36 7.70
H 2.01 -1.88 7.83
H 0.95 -2.08 6.47
H 2.48 -2.77 6.40
H 2.19 1.55 6.67
H 0.67 0.52 6.73
H 1.85 0.50 7.93
H 3.25 -3.17 2.77
H 2.29 -3.30 4.16
H 4.07 -3.47 4.18
H 0.67 -1.36 4.38
C 2.40 -4.45 -5.23
C 1.14 -3.80 -4.78
C 0.02 -3.98 -5.82
C -0.71 -5.30 -5.69
C -1.31 -5.46 -4.32
C -0.21 -5.46 -3.29
N 0.56 -4.23 -3.53
O 1.38 -3.98 -2.49
C -0.92 -5.37 -1.94
C 0.67 -6.72 -3.51
C 1.25 -2.23 -4.59
H 2.73 -4.15 -6.22
H 2.19 -5.51 -5.37
H 3.00 -4.32 -4.32
H -0.72 -3.22 -5.58
H 0.42 -3.87 -6.83
H -0.24 -6.16 -6.16
H -1.47 -5.17 -6.46
H -1.68 -6.48 -4.24
H -2.12 -4.75 -4.17
H -1.63 -6.18 -1.76
H -0.12 -5.51 -1.21
H -1.43 -4.43 -1.74
H 1.58 -6.57 -2.94
H 0.08 -7.60 -3.25
H 1.09 -6.88 -4.50
H 0.38 -1.71 -4.18
H 1.54 -1.76 -5.53
H 2.21 -2.10 -4.11
H 0.86 -3.28 -2.08
```

---

ΔE to the lowest compared entry with this formula, charge and spin list, top to bottom, in kcal per mole: 26.8 70.9